Record 1
# C35H65BrN4O4P2S2Ti

C35H65BrN4O4P2S2Ti as an isolated structure (wB97M-V/def2-TZVPD, the Open Molecules 2025 dataset).

Cartesian coordinates (Å):
Ti: -1.71535 0.58034 -0.61584
C: 4.40382 1.11915 0.72276
C: 3.23335 0.88767 1.69194
C: 3.77328 1.04285 3.11514
P: 2.23352 -0.63411 1.21827
C: 3.30560 -2.04171 1.82412
C: 2.50321 -3.34287 1.90546
C: 4.50979 -2.26017 0.90504
C: 0.86527 -0.78532 2.42875
C: 1.21978 -0.89220 3.77734
C: 0.39071 -1.38388 4.76735
C: 0.82929 -1.43052 6.20703
C: -0.82279 -1.90381 4.33877
C: -1.22456 -1.80487 3.02305
C: -0.46161 -1.14437 2.03145
N: -0.95569 -0.97165 0.74981
C: -2.27985 -1.30444 0.44481
C: -3.43555 -1.18562 1.25073
C: -4.67806 -1.46798 0.73712
C: -4.86075 -1.84882 -0.60009
C: -6.23543 -2.13196 -1.14836
C: -3.74883 -1.93370 -1.40877
C: -2.45943 -1.68126 -0.91638
P: -0.86766 -1.61040 -1.82558
C: -1.38209 -2.09606 -3.54353
C: -1.84949 -3.53039 -3.79393
C: -0.31375 -1.68028 -4.56685
C: 0.14553 -3.00323 -1.13456
C: 1.27671 -3.39231 -2.08798
C: -0.61837 -4.22341 -0.63215
H: 5.28502 0.56895 1.05196
H: 4.68268 2.17659 0.71404
H: 4.18963 0.81110 -0.29907
H: 2.49269 1.68019 1.52209
H: 4.34812 0.16532 3.42035
H: 2.98564 1.23394 3.83622
H: 4.45754 1.89672 3.15057
H: 3.66209 -1.80007 2.82939
H: 2.18727 -3.66397 0.91164
H: 1.61514 -3.25002 2.52951
H: 3.13184 -4.13503 2.32027
H: 4.18310 -2.38474 -0.13136
H: 5.04378 -3.16843 1.19582
H: 5.22292 -1.43941 0.93540
H: 2.22198 -0.61280 4.06821
H: 1.18889 -0.45454 6.53687
H: 1.63885 -2.14865 6.35974
H: 0.00372 -1.72019 6.85755
H: -1.47163 -2.40828 5.04802
H: -2.15324 -2.27565 2.74249
H: -3.34139 -0.82948 2.26626
H: -5.54879 -1.35998 1.37524
H: -6.98536 -2.10863 -0.35800
H: -6.27880 -3.11451 -1.62145
H: -6.51763 -1.39146 -1.89932
H: -3.88515 -2.19791 -2.45113
H: -2.23316 -1.42818 -3.70321
H: -1.01533 -4.23243 -3.80204
H: -2.33895 -3.59932 -4.77004
H: -2.56037 -3.86936 -3.04162
H: 0.46140 -2.44053 -4.67333
H: 0.18346 -0.75507 -4.25970
H: -0.76190 -1.53609 -5.55537
H: 0.60403 -2.52201 -0.27078
H: 0.91775 -3.94863 -2.95392
H: 1.99353 -4.03292 -1.56745
H: 1.82142 -2.51608 -2.44791
H: -1.02290 -4.81998 -1.45062
H: -1.44171 -3.94042 0.02323
H: 0.05875 -4.86279 -0.05806
N: -0.55456 2.27961 -5.13641
C: 0.28418 2.32406 -3.89512
C: 1.77163 2.22015 -4.13927
C: 2.38048 1.86227 -2.77110
N: 1.85422 0.56064 -2.40703
C: 2.02058 2.96842 -1.76647
C: 0.54301 3.38555 -1.66731
N: -0.29333 2.44984 -0.86373
C: -0.03090 3.56492 -3.08226
H: -1.52454 2.09213 -4.78254
H: -0.28382 1.50016 -5.73556
H: -0.52635 3.14723 -5.67021
H: -0.02711 1.44617 -3.32216
H: 2.17442 3.17229 -4.50001
H: 2.01997 1.43904 -4.86449
H: 3.47380 1.85296 -2.86257
H: 1.80231 0.35740 -1.41196
H: 2.38537 -0.18984 -2.83088
H: 2.56888 3.86082 -2.08141
H: 2.38877 2.70092 -0.77321
H: 0.50632 4.36494 -1.17630
H: -1.13782 2.97567 -0.61891
H: 0.17585 2.27325 0.02637
H: 0.43396 4.44073 -3.55069
H: -1.10839 3.73159 -3.01386
C: 1.40406 4.62053 2.43653
S: 0.51881 3.13649 2.93703
C: -1.00805 3.95549 3.38330
O: 1.13482 2.70040 4.22729
H: 1.45430 5.29635 3.29041
H: 0.88736 5.08831 1.59698
H: 2.40908 4.32185 2.14011
H: -1.51166 4.31225 2.48495
H: -0.77298 4.76660 4.07196
H: -1.61595 3.20075 3.87810
Br: -2.78995 1.17632 -2.99745
C: -4.27130 2.47787 2.19538
S: -3.07354 2.33421 0.91259
O: -2.78477 3.68724 0.45981
O: -3.67709 1.46866 -0.11281
O: -1.87567 1.65205 1.44378
H: -5.23240 2.63357 1.71130
H: -4.01625 3.32687 2.82376
H: -4.28133 1.55338 2.76865

Calculated values
spin multiplicity = 3
Kohn-Sham gap (spin up / spin down) = 5.453 / 5.777 eV
HOMO (spin up / spin down) = -5.77 / -6.10 eV

Atomic partial charges in e from the Mulliken method, atoms 1 to 6: Ti 0.53; C -2.10; C 3.04; C -1.84; P 0.48; C 0.65

Record 2
# C35H65N4O20P5

A 9-piece molecular cluster, C35H65N4O20P5 overall (wB97M-V/def2-TZVPD, the Open Molecules 2025 dataset).

Cartesian coordinates (Å):
C: 21.77378 17.67766 7.09087
O: 20.37623 17.43330 6.84488
P: 19.32373 17.86106 7.97913
O: 18.00360 17.52256 7.41090
O: 19.71127 17.08177 9.30743
C: 19.82210 15.66108 9.32942
O: 19.60392 19.34105 8.34498
C: 18.55478 20.35090 8.27626
H: 22.15728 17.16158 7.93720
H: 21.90520 18.72662 7.23008
H: 22.30777 17.32479 6.24640
H: 18.90217 15.25480 9.78835
H: 20.68371 15.46798 9.96983
H: 19.94143 15.28437 8.35210
H: 18.22971 20.53682 9.30857
H: 17.71133 20.00344 7.73701
H: 19.04363 21.22911 7.88877
C: 25.24608 13.48409 8.77424
O: 24.39629 14.59882 9.03922
P: 25.04341 16.04049 9.06550
O: 24.07342 17.06961 9.39751
O: 25.73626 16.14331 7.63151
C: 26.19220 17.48820 7.27424
O: 26.28483 16.11785 10.02187
C: 26.48794 17.15352 11.00998
H: 24.55159 12.66442 8.64624
H: 26.00322 13.32336 9.55598
H: 25.64872 13.60146 7.74851
H: 26.98286 17.86147 7.95166
H: 25.28621 18.15491 7.29863
H: 26.54736 17.36632 6.24013
H: 25.62511 17.79759 11.17346
H: 27.29606 17.80425 10.72933
H: 26.68706 16.77164 11.98312
C: 11.48253 14.89801 15.34099
O: 12.17865 16.05433 15.92707
P: 12.75560 17.15044 14.98831
O: 12.88076 16.90994 13.58777
O: 14.08752 17.62304 15.71997
C: 15.17963 16.67842 16.13013
O: 11.71918 18.34880 15.30799
C: 11.74633 19.60020 14.53721
H: 12.17979 14.27081 14.86431
H: 10.82755 15.22572 14.52632
H: 10.87996 14.42730 16.12331
H: 15.75637 16.31146 15.25660
H: 14.72256 15.83067 16.61761
H: 15.75101 17.32247 16.78377
H: 10.92873 20.22634 14.87953
H: 11.79187 19.40278 13.47909
H: 12.73046 20.05369 14.81053
C: 14.92140 12.68922 15.06669
O: 15.18302 11.32467 15.49713
P: 14.78122 10.16575 14.48126
O: 14.46964 10.66609 13.15583
O: 15.96462 9.18402 14.65730
C: 17.31140 9.62128 14.56200
O: 13.61939 9.33590 15.12096
C: 13.79345 8.44100 16.22648
H: 14.93201 13.23758 15.96622
H: 14.07284 12.85449 14.43404
H: 15.75275 13.07848 14.43832
H: 17.66409 9.76544 13.52337
H: 17.98004 8.87235 15.09139
H: 17.37780 10.54973 15.17844
H: 13.26814 7.45035 16.03011
H: 13.17266 8.91278 17.03601
H: 14.86844 8.34181 16.40476
C: 10.40378 13.48843 8.77018
O: 9.65838 13.63544 9.98666
P: 10.22773 13.99728 11.45885
O: 9.16753 13.94266 12.50028
O: 11.51234 13.03115 11.67753
C: 11.25194 11.69057 12.08596
O: 10.97289 15.31768 11.26885
C: 10.35090 16.57435 11.56770
H: 11.31121 12.94100 8.91307
H: 10.68926 14.44288 8.31872
H: 9.81500 12.95769 8.04980
H: 10.54176 11.23237 11.43807
H: 10.90356 11.63114 13.18314
H: 12.21056 11.13505 12.09041
H: 9.56814 16.85218 10.88584
H: 11.14969 17.31078 11.43901
H: 10.00631 16.60822 12.58487
N: 19.19467 18.56600 13.13337
C: 20.06264 18.13403 12.21586
C: 20.98795 18.98220 11.60884
C: 21.16157 20.19241 12.17510
C: 20.45394 20.56737 13.33683
C: 19.44676 19.71927 13.68614
H: 19.96232 17.07303 11.92972
H: 21.60308 18.70683 10.77446
H: 21.97336 20.89022 11.93817
H: 20.72052 21.46455 13.92894
H: 18.77960 19.95356 14.43975
N: 16.90287 12.84060 7.76894
C: 15.59676 12.64942 8.02026
C: 14.57942 13.59018 7.76482
C: 14.93558 14.77903 7.21829
C: 16.22718 14.98722 6.80004
C: 17.19149 14.05179 7.13412
H: 15.32740 11.72363 8.47991
H: 13.65926 13.38246 8.18096
H: 14.19659 15.57921 7.15170
H: 16.57200 15.97141 6.46997
H: 18.23334 14.26998 6.94965
N: 17.13927 14.86016 12.09546
C: 17.19357 13.58960 11.71690
C: 16.10509 12.80549 11.23962
C: 14.83970 13.34685 11.28564
C: 14.70773 14.69014 11.68731
C: 15.84576 15.37868 12.14271
H: 18.20751 13.20157 11.78710
H: 16.28093 11.79616 10.79941
H: 13.93918 12.81514 10.90395
H: 13.76627 15.17963 11.67586
H: 15.81494 16.32467 12.63247
N: 13.88442 18.96952 10.90908
C: 14.63994 19.62133 11.85901
C: 16.02649 19.43694 12.05724
C: 16.63597 18.45409 11.25394
C: 15.87424 17.79264 10.34071
C: 14.53472 18.07894 10.14546
H: 14.07528 20.22153 12.62068
H: 16.58519 19.99990 12.78682
H: 17.68927 18.30464 11.32489
H: 16.19210 16.94622 9.77235
H: 13.86678 17.38689 9.61745

Calculated values
Kohn-Sham gap = 9.067 eV
HOMO = -8.56 eV

Atomic partial charges in e from the Mulliken method, atoms 1 to 6: C -0.77; O -0.41; P 0.59; O -0.71; O 0.49; C -0.85

Calculated F_max in order - 1.05; 3.66 eV Å⁻¹
Calculated ΔE to the lowest compared entry with this formula, charge and spin in order - 1.871; 0.000 eV